A single C5H12NO molecule at a distorted geometry. Source: the Open Molecules 2025 dataset; level of theory: wB97M-V/def2-TZVPD.

Geometry (Å):
C (-2.5132, -0.0472, -0.4157)
O (-3.3542, 0.9923, -0.4456)
C (-1.3156, 0.0967, 0.5194)
C (-0.2119, -0.8920, 0.2481)
C (0.7572, -0.5010, -0.8037)
C (1.6860, 0.7708, -0.2627)
N (2.7341, 0.3137, 0.7952)
H (-2.1010, -0.3757, -1.4490)
H (-2.9673, -1.0277, -0.1327)
H (-1.6299, -0.2430, 1.5086)
H (-1.0169, 1.1036, 0.6160)
H (-0.8631, -1.7767, 0.0326)
H (0.3074, -1.2794, 1.2275)
H (1.3247, -1.2556, -1.2661)
H (0.1393, -0.1032, -1.5425)
H (1.0277, 1.5884, 0.2862)
H (2.2254, 1.1503, -1.2102)
H (3.5308, 1.0003, 0.5718)
H (2.2405, 0.4854, 1.7228)

The orbital gap (spin up / spin down) is 10.4 / 7.8 eV. The spin multiplicity is 2. The total energy is -8913.334 eV. Its relative energy (zero: lowest compared OMol25 entry of this formula, charge and spin) is 178.8 kJ/mol.

=====

C27H30N4O7S as an isolated structure at a distorted geometry. Source: the Open Molecules 2025 dataset; level of theory: wB97M-V/def2-TZVPD.

Geometry (Å):
O (-5.9522, 1.0085, 0.8062)
O (7.5510, 4.1500, 2.4723)
O (-4.2620, -4.1499, 1.1380)
O (3.4239, 4.0698, 2.5906)
O (3.6364, 2.0342, 3.9648)
O (-0.5641, 3.0180, -1.4672)
O (3.6983, 3.6648, -0.4277)
C (-5.4338, 0.1806, 0.0751)
C (6.5428, 3.4679, 2.4274)
C (-4.8882, -3.4124, 0.3882)
C (2.0472, -4.6896, -0.0071)
C (3.2531, -4.1706, 0.4672)
C (1.0723, -3.8277, -0.5134)
C (-1.3258, 0.8220, -2.0555)
C (-1.2936, 1.5422, 0.2785)
C (2.4933, 1.6982, -1.2714)
C (3.4872, -2.7925, 0.4257)
C (1.3075, -2.4500, -0.5538)
C (2.2114, 0.3338, -1.1749)
C (3.6291, 0.1793, 0.7568)
C (-1.8534, -0.4247, -1.6644)
C (-1.8324, 0.3003, 0.6640)
C (-1.0536, 1.8098, -1.0857)
C (3.3641, 2.3273, -0.3610)
C (2.5207, -1.9074, -0.0911)
C (2.7817, -0.4537, -0.1645)
C (3.9359, 1.5388, 0.6651)
C (-2.1259, -0.6794, -0.3053)
N (-6.1350, -3.7582, 0.0495)
N (-4.9497, -0.9497, 0.5891)
N (5.7255, 3.4855, 3.5125)
N (4.8403, 2.0282, 1.6103)
C (3.0617, 4.4894, -1.4132)
C (-5.3834, 0.4378, -1.4176)
C (-7.0808, -3.0100, -0.7789)
C (6.1315, 2.6202, 1.2228)
C (-2.7650, -1.9925, 0.1143)
C (-4.2921, -2.0713, -0.0993)
S (4.2492, 2.9189, 2.9702)
H (-0.4772, 3.6081, -0.7166)
H (1.8646, -5.7597, 0.0235)
H (4.0117, -4.8388, 0.8638)
H (0.1265, -4.2266, -0.8672)
H (-1.1340, 1.0389, -3.0955)
H (-1.0721, 2.2880, 1.0270)
H (2.0208, 2.2466, -2.0785)
H (4.4438, -2.4264, 0.7829)
H (0.5236, -1.8035, -0.9329)
H (1.5516, -0.1081, -1.9148)
H (4.0684, -0.3839, 1.5725)
H (-2.0715, -1.1764, -2.4098)
H (-2.0335, 0.1044, 1.7089)
H (-6.4497, -4.6283, 0.4537)
H (-5.0349, -1.0197, 1.5912)
H (5.6874, 4.3558, 4.0157)
H (1.9767, 4.4981, -1.2693)
H (3.2896, 4.1364, -2.4237)
H (3.4253, 5.5168, -1.3215)
H (-5.9193, 1.3616, -1.6289)
H (-5.8546, -0.3793, -1.9553)
H (-4.3498, 0.5526, -1.7293)
H (-6.6421, -2.7902, -1.7533)
H (-7.3584, -2.0774, -0.2825)
H (-7.9847, -3.6036, -0.9300)
H (6.8802, 1.8445, 1.0408)
H (6.0551, 3.2551, 0.3360)
H (-2.5478, -2.1596, 1.1707)
H (-2.2934, -2.8021, -0.4442)
H (-4.4753, -2.0092, -1.1703)

The orbital gap is 8.8 eV. The total energy is -59613.917 eV. Its relative energy (zero: lowest compared OMol25 entry of this formula, charge and spin) is 196.4 kJ/mol.

=====

A single C8H19N6O7P molecule at a distorted geometry. Source: the Open Molecules 2025 dataset; level of theory: wB97M-V/def2-TZVPD.

Geometry (Å):
O (3.2784, -1.9611, -1.2908)
N (-5.1128, 1.0799, 1.2172)
N (1.2907, -1.5009, 3.1091)
O (0.1500, 1.2558, -2.9280)
O (-1.1322, -0.9593, 2.0391)
O (-2.0680, 2.2939, -1.4642)
O (4.7779, -0.2419, -2.1773)
O (2.7092, -0.7575, -3.4586)
O (2.3577, 0.3990, -1.1747)
C (-3.9260, 1.3615, 0.8898)
C (1.9265, -1.8884, 2.0740)
N (-3.7890, 2.6578, 0.5797)
N (2.9904, -2.6862, 2.2565)
N (-3.0164, 0.4199, 0.6168)
N (1.4866, -1.5451, 0.8702)
C (0.1059, 1.2044, -1.4852)
C (-1.5953, 0.7088, 0.3452)
C (0.9922, 0.0134, -0.9650)
C (-0.7569, -0.5498, 0.7155)
C (-1.3872, 1.0814, -1.1361)
C (0.7536, -0.2934, 0.5543)
P (3.2814, -0.6540, -1.9949)
H (-5.3619, 0.0974, 1.4060)
H (1.6907, -1.7981, 3.9871)
H (-0.5967, 1.8393, -3.2108)
H (-0.3711, -1.4289, 2.4546)
H (-2.9412, 2.2907, -0.9893)
H (5.1260, -1.0504, -2.5482)
H (2.5494, 0.1513, -3.7128)
H (-4.5744, 3.1759, 0.9198)
H (-2.8619, 2.9939, 0.7577)
H (3.3884, -2.7068, 3.1583)
H (3.5442, -2.8469, 1.4267)
H (-3.1924, -0.4522, 1.1139)
H (2.0631, -1.9552, 0.1454)
H (0.4869, 2.1696, -1.0892)
H (-1.2221, 1.5072, 1.0070)
H (0.7477, -0.8934, -1.5218)
H (-1.0119, -1.3728, 0.0371)
H (-1.8112, 0.3270, -1.7418)
H (1.0314, 0.5143, 1.2079)

The orbital gap is 8.8 eV. The total energy is -41169.260 eV. The SMILES is [H]/N=C(/N)N[C@@H]1[C@@H](O)[C@H](O)[C@@H](OP(=O)(O)O)[C@H](N/C(N)=N/[H])[C@H]1O.

=====

C2H2BrClNO2 as an isolated structure at a distorted geometry. Source: the Open Molecules 2025 dataset; level of theory: wB97M-V/def2-TZVPD.

Geometry (Å):
C (1.6597, 1.7714, 1.1784)
C (-0.2215, 0.4409, -0.1938)
N (1.2376, 1.6017, -0.3259)
O (1.0313, 1.1149, 1.9844)
O (2.4785, 2.6358, 1.3926)
Cl (2.2062, 0.6134, -1.3215)
Br (-1.4306, 0.9245, -1.5603)
H (-0.6597, 0.5578, 0.8106)
H (0.1807, -0.5462, -0.5612)

The orbital gap (spin up / spin down) is 4.2 / 6.9 eV. The spin multiplicity is 3. The total energy is -90252.118 eV. The total charge is -1. Its relative energy (zero: lowest compared OMol25 entry of this formula, charge and spin) is 170.4 kJ/mol.

=====

A 2-piece molecular cluster, C4H14N4 overall at a distorted geometry. Source: the Open Molecules 2025 dataset; level of theory: wB97M-V/def2-TZVPD.

Geometry (Å):
C (-1.3902, 0.4520, 1.2282)
N (-0.2907, -0.4618, 0.9023)
C (1.1156, 0.2599, 0.6044)
N (-0.2234, -1.6540, 1.6967)
N (2.1294, -0.6671, 0.6892)
N (1.3118, 1.5114, 0.6581)
H (-1.0232, -2.2349, 1.4562)
H (-0.2962, -1.4131, 2.6823)
H (3.0347, -0.2459, 0.8236)
H (1.8756, -1.5726, 1.0526)
H (0.5109, 2.0920, 0.4481)
H (-2.3481, -0.0428, 1.0515)
H (-1.3927, 1.3229, 0.5776)
H (-1.3323, 0.7777, 2.2672)
C (-0.5540, 0.8402, -2.3730)
C (0.2690, -0.2688, -1.7329)
H (-0.5499, 0.8091, -3.4685)
H (-0.1851, 1.8200, -2.0489)
H (-1.6003, 0.7932, -2.0514)
H (-0.0805, -1.2612, -2.0552)
H (1.3084, -0.2164, -2.0526)
H (-0.2889, -0.6400, -0.3557)

The orbital gap is 7.4 eV. The total energy is -10331.126 eV. Its relative energy (zero: lowest compared OMol25 entry of this formula, charge and spin) is 451.4 kJ/mol.

=====

A single C3H8N2O molecule at a distorted geometry. Source: the Open Molecules 2025 dataset; level of theory: wB97M-V/def2-TZVPD.

Geometry (Å):
C (-0.5668, 0.1697, -0.3051)
C (-1.4475, -1.0144, 0.0241)
C (1.0355, -0.2888, -0.3132)
N (1.9098, 0.7148, -0.6812)
N (-0.2216, 1.0053, 0.8649)
O (1.3646, -1.4666, -0.3244)
H (-0.7567, 0.6994, -1.2387)
H (1.5370, 1.6581, -0.7267)
H (2.8921, 0.4786, -0.7039)
H (-1.0953, 1.1663, 1.3706)
H (0.3839, 0.8725, 1.6732)
H (-1.2133, -1.8761, -0.6151)
H (-2.5013, -0.7339, -0.0723)
H (-1.3205, -1.3850, 1.0479)

The orbital gap is 10.2 eV. The total energy is -8267.521 eV. Its relative energy (zero: lowest compared OMol25 entry of this formula, charge and spin) is 174.2 kJ/mol. The SMILES is C[C@@H](N)C(N)=O.

=====

- Which formula does entry 2 have?
  C27H30N4O7S

=====

- Among the records above, which one has the lowest total energy?
  C2H2BrClNO2

=====

- What is the total energy in the second record?
  -59613.917 eV

=====

- Which formula does entry 6 have?
  C3H8N2O